Entry from the OMol25 dataset: a molecular structure, C5H12N2O at a distorted geometry (ωB97M-V/def2-TZVPD).

```
20
C5H12N2O, DFT ωB97M-V/def2-TZVPD
C 0.766 0.263 -0.064
C 1.073 1.214 1.030
C 1.937 -0.318 -0.779
C -0.849 -1.255 -1.456
N -1.397 -0.542 0.848
C -0.637 -0.167 -0.417
N -1.876 0.606 1.548
O -0.734 1.101 -0.878
H -0.824 -1.121 1.467
H -2.730 0.348 2.039
H -2.144 1.276 0.820
H 1.107 2.227 0.624
H 1.743 -1.292 -1.224
H 2.014 0.989 1.534
H 0.278 1.251 1.791
H 2.221 0.373 -1.585
H 2.805 -0.413 -0.121
H -1.903 -1.238 -1.734
H -0.577 -2.246 -1.079
H -0.273 -1.056 -2.363
```

Kohn-Sham gap in eV: 7.9
Total charge: 0

Entry from the OMol25 dataset: Br2OS in the gas phase at a distorted geometry (ωB97M-V/def2-TZVPD).

```
4
Br2OS, DFT ωB97M-V/def2-TZVPD
O -0.621 1.434 -0.290
S -0.150 0.385 0.516
Br 2.105 -0.298 -0.105
Br -1.334 -1.521 -0.122
```

Kohn-Sham gap in eV: 8.7
Total charge: 0

Entry from the OMol25 dataset: 2 unconnected molecules or ions with the total composition C9H16N3 at a distorted geometry (ωB97M-V/def2-TZVPD).

```
28
C9H16N3, DFT ωB97M-V/def2-TZVPD
C -1.535 2.029 2.356
C 0.583 0.967 1.553
N -0.041 1.966 2.359
N 0.080 -0.281 1.636
N 1.563 1.515 0.681
H 0.367 2.990 2.057
H -0.530 -0.379 2.405
H 0.531 -1.020 1.123
H 2.244 2.220 1.024
H 2.033 0.972 -0.014
H -1.911 1.451 1.514
H -1.851 3.108 2.587
H -1.950 1.628 3.333
C 1.972 -2.269 -1.792
C 0.683 -1.535 -1.486
C 0.553 -0.108 -1.824
C -0.389 -2.012 -0.857
C -0.637 0.543 -1.731
C -1.674 -1.361 -0.892
C -1.909 -0.080 -1.377
H 1.950 -3.356 -1.709
H 2.787 -1.947 -1.203
H 1.417 0.220 -2.392
H -0.325 -2.955 -0.413
H -0.850 1.654 -1.989
H -2.571 -2.025 -0.699
H -2.871 0.315 -1.463
H 2.281 -2.251 -2.788
```

Kohn-Sham gap in eV: 9.3
Total charge: +1

Entry from the OMol25 dataset: C10H20N4O4 in the gas phase at a distorted geometry (ωB97M-V/def2-TZVPD).

```
38
C10H20N4O4, DFT ωB97M-V/def2-TZVPD
C -1.680 0.975 -0.364
C -0.382 0.321 -0.099
C -1.354 2.363 -1.028
C -0.616 2.593 -2.366
C -1.072 1.780 -3.527
C -2.466 2.258 -4.006
C 0.676 -1.400 1.363
C 0.053 -2.611 1.856
C 1.911 -0.704 2.077
C 3.246 -1.449 1.925
H -3.523 0.692 0.728
H -2.614 2.091 1.114
H -2.183 0.260 -1.008
H -2.255 2.850 -1.146
H -0.815 3.010 -0.291
H -0.676 3.635 -2.615
H 0.423 2.265 -2.298
H -1.183 0.804 -3.113
H -0.287 1.520 -4.333
H -3.062 1.758 -3.215
H -2.887 1.855 -4.862
H -2.881 3.910 -4.995
H -1.945 4.246 -3.903
H -1.083 -0.238 1.708
H 1.050 -1.616 0.287
H 1.873 0.331 1.619
H 1.726 -0.706 3.181
H 3.297 -1.687 3.900
H 4.640 -2.364 3.141
H 0.608 -4.349 2.238
N -2.582 1.108 0.778
N -2.651 3.647 -4.159
N -0.278 -0.335 1.074
N 3.647 -2.036 3.074
O 0.524 0.345 -0.925
O -1.087 -2.712 2.086
O 3.864 -1.537 0.914
O 1.067 -3.561 2.114
```

Kohn-Sham gap in eV: 9.4
Total charge: 0
SMILES string: NCCCC[C@H](N)C(=O)N[C@@H](CC(N)=O)C(=O)O

ΔE to the lowest compared entry with this formula, charge and spin? In order: 103.09 0.90 71.91 55.09 kcal per mole.